(a)
# C44H100N8

A 8-piece molecular cluster, C44H100N8 overall (ωB97M-V with the def2-TZVPD basis set, OMol25).

Element x y z (Å)
C: 7.802 0.050 5.140
C: 6.777 -0.404 5.919
C: 7.213 -1.452 6.618
N: 8.458 -1.769 6.226
C: 8.907 -0.795 5.333
H: 7.835 0.850 4.415
H: 5.776 0.004 5.915
H: 6.566 -2.072 7.221
H: 9.021 -2.528 6.582
H: 9.845 -0.881 4.806
C: 2.142 0.299 1.555
C: 1.005 0.082 2.308
C: -0.054 -0.295 1.464
N: 0.509 -0.427 0.220
C: 1.818 -0.109 0.287
H: 3.172 0.412 1.861
H: 0.911 0.216 3.376
H: -1.087 -0.560 1.634
H: 0.000 -0.748 -0.591
H: 2.480 -0.220 -0.559
C: -5.484 2.484 4.739
C: -5.177 3.156 6.090
N: -4.832 2.173 7.139
C: -5.782 1.079 7.248
C: -7.176 1.655 7.735
C: -3.456 1.620 6.986
C: -2.356 2.649 6.934
H: -6.407 1.907 4.678
H: -4.716 1.748 4.498
H: -5.440 3.283 3.999
H: -4.328 3.793 5.842
H: -6.056 3.710 6.419
H: -5.763 0.477 6.339
H: -5.470 0.360 8.005
H: -7.579 2.399 7.049
H: -7.897 0.838 7.764
H: -7.103 2.149 8.704
H: -3.331 1.005 6.095
H: -3.270 0.995 7.860
H: -2.358 3.309 6.066
H: -1.351 2.227 6.942
H: -2.312 3.340 7.775
C: 7.676 -5.698 -6.099
C: 6.167 -5.510 -6.418
N: 5.546 -4.428 -5.688
C: 5.642 -4.642 -4.244
C: 4.841 -5.866 -3.784
C: 6.014 -3.086 -6.087
C: 5.172 -1.985 -5.512
H: 7.788 -5.911 -5.036
H: 8.175 -4.781 -6.411
H: 8.206 -6.534 -6.555
H: 6.075 -5.164 -7.448
H: 5.662 -6.473 -6.343
H: 5.140 -3.790 -3.786
H: 6.664 -4.593 -3.867
H: 5.263 -6.790 -4.181
H: 3.812 -5.763 -4.129
H: 4.885 -5.913 -2.696
H: 7.075 -2.945 -5.884
H: 5.963 -3.088 -7.176
H: 5.371 -1.047 -6.031
H: 4.131 -2.308 -5.514
H: 5.433 -1.796 -4.471
C: -7.050 -6.574 7.054
C: -5.930 -5.603 7.320
N: -4.634 -6.244 7.451
C: -4.473 -7.023 8.789
C: -3.392 -8.105 8.775
C: -3.481 -5.379 7.187
C: -3.305 -4.947 5.744
H: -7.154 -7.355 7.808
H: -6.813 -7.038 6.096
H: -8.018 -6.090 6.930
H: -6.024 -4.859 6.529
H: -6.188 -5.074 8.237
H: -4.320 -6.284 9.575
H: -5.385 -7.585 8.992
H: -2.421 -7.621 8.677
H: -3.387 -8.695 9.691
H: -3.431 -8.778 7.918
H: -2.512 -5.810 7.436
H: -3.599 -4.507 7.831
H: -4.167 -4.360 5.427
H: -3.290 -5.861 5.151
H: -2.523 -4.236 5.476
C: -2.138 -1.599 -4.777
C: -2.372 -2.940 -4.038
N: -3.181 -2.795 -2.777
C: -2.904 -3.963 -1.931
C: -3.497 -5.252 -2.508
C: -4.555 -2.414 -2.991
C: -5.361 -2.031 -1.708
H: -3.067 -1.107 -5.066
H: -1.493 -1.692 -5.651
H: -1.538 -0.950 -4.139
H: -2.941 -3.674 -4.609
H: -1.389 -3.348 -3.802
H: -1.842 -4.022 -1.694
H: -3.344 -3.818 -0.945
H: -3.111 -5.369 -3.520
H: -3.288 -6.128 -1.893
H: -4.580 -5.295 -2.625
H: -4.982 -3.236 -3.566
H: -4.636 -1.542 -3.639
H: -6.426 -1.877 -1.886
H: -4.865 -1.171 -1.257
H: -5.253 -2.759 -0.905
C: -5.247 5.255 -5.793
C: -4.391 6.247 -5.027
N: -3.007 6.000 -5.268
C: -2.163 7.105 -4.754
C: -0.699 6.926 -5.268
C: -2.490 4.657 -4.995
C: -2.491 4.271 -3.481
H: -5.074 5.285 -6.868
H: -6.289 5.532 -5.637
H: -5.126 4.252 -5.385
H: -4.721 7.227 -5.374
H: -4.515 6.198 -3.946
H: -2.492 8.068 -5.144
H: -2.243 7.291 -3.683
H: -0.562 6.631 -6.309
H: -0.188 7.884 -5.175
H: -0.173 6.217 -4.630
H: -1.470 4.572 -5.370
H: -3.077 3.960 -5.593
H: -1.732 3.541 -3.200
H: -3.465 3.949 -3.113
H: -2.206 5.161 -2.919
C: 5.545 8.845 -4.225
C: 6.594 7.668 -4.207
N: 5.900 6.400 -4.061
C: 6.729 5.233 -4.480
C: 7.106 5.234 -5.930
C: 5.083 6.278 -2.832
C: 4.423 5.017 -2.505
H: 4.906 8.706 -5.098
H: 6.060 9.803 -4.299
H: 4.917 8.983 -3.345
H: 7.269 7.708 -5.062
H: 7.228 7.873 -3.344
H: 6.219 4.318 -4.176
H: 7.623 5.337 -3.865
H: 7.524 6.167 -6.307
H: 6.253 4.994 -6.565
H: 7.825 4.453 -6.175
H: 5.550 6.743 -1.964
H: 4.271 7.000 -2.918
H: 3.689 5.178 -1.715
H: 4.018 4.548 -3.401
H: 5.192 4.397 -2.045

Summary:
Structure (SMILES): c1cc[nH]c1.c1cc[nH]c1.CCN(CC)CC.CCN(CC)CC.CCN(CC)CC.CCN(CC)CC.CCN(CC)CC.CCN(CC)CC

(b)
# C44H100N8

A 8-piece molecular cluster, C44H100N8 overall (ωB97M-V with the def2-TZVPD basis set, OMol25).

Element x y z (Å)
C: -0.168 -0.640 0.328
C: 1.221 -0.580 0.657
C: 1.364 0.530 1.438
N: 0.151 1.154 1.619
C: -0.770 0.459 0.887
H: -0.574 -1.485 -0.207
H: 1.981 -1.246 0.289
H: 2.217 1.009 1.888
H: 0.075 2.048 2.064
H: -1.815 0.707 0.833
C: -0.993 6.545 0.713
C: -0.820 5.172 0.940
C: -1.689 4.807 1.941
N: -2.325 5.942 2.380
C: -1.938 7.005 1.608
H: -0.503 7.213 0.024
H: -0.136 4.517 0.423
H: -1.840 3.861 2.435
H: -2.958 5.884 3.155
H: -2.325 7.993 1.785
C: -7.251 0.364 2.059
C: -6.118 -0.207 1.207
N: -4.862 -0.293 1.949
C: -4.323 1.034 2.204
C: -3.436 1.079 3.471
C: -3.890 -1.187 1.330
C: -4.329 -2.639 1.440
H: -7.363 -0.245 2.956
H: -8.193 0.332 1.507
H: -7.115 1.408 2.338
H: -6.413 -1.226 0.953
H: -5.943 0.348 0.274
H: -3.738 1.498 1.398
H: -5.121 1.742 2.434
H: -3.933 0.595 4.308
H: -2.492 0.630 3.156
H: -3.220 2.106 3.774
H: -2.864 -1.113 1.690
H: -3.801 -0.849 0.278
H: -4.836 -2.885 2.372
H: -3.428 -3.266 1.422
H: -4.907 -3.033 0.602
C: -2.904 -2.334 5.910
C: -1.899 -2.029 4.828
N: -0.495 -2.359 5.117
C: -0.357 -3.813 5.273
C: -0.987 -4.769 4.233
C: 0.266 -1.912 3.937
C: 1.753 -1.812 4.331
H: -2.960 -3.383 6.188
H: -3.884 -2.044 5.500
H: -2.902 -1.631 6.748
H: -2.243 -2.542 3.911
H: -2.012 -0.996 4.497
H: -0.753 -4.029 6.267
H: 0.709 -4.039 5.293
H: -2.070 -4.776 4.334
H: -0.595 -5.764 4.459
H: -0.630 -4.603 3.216
H: 0.166 -2.470 3.002
H: 0.052 -0.861 3.731
H: 1.985 -0.838 4.763
H: 2.096 -2.532 5.078
H: 2.422 -1.997 3.486
C: -0.618 -0.521 -6.671
C: -0.615 -1.444 -5.451
N: -1.415 -0.874 -4.351
C: -0.913 0.414 -3.874
C: 0.494 0.466 -3.320
C: -1.458 -1.875 -3.284
C: -2.647 -1.673 -2.339
H: 0.233 0.169 -6.693
H: -1.477 0.151 -6.683
H: -0.576 -1.058 -7.619
H: -1.056 -2.387 -5.766
H: 0.419 -1.624 -5.130
H: -0.939 1.035 -4.781
H: -1.649 1.010 -3.332
H: 0.871 1.460 -3.076
H: 0.574 -0.158 -2.428
H: 1.210 0.075 -4.049
H: -0.505 -1.855 -2.726
H: -1.487 -2.932 -3.553
H: -2.633 -2.464 -1.584
H: -3.544 -1.781 -2.953
H: -2.748 -0.732 -1.797
C: 5.532 -0.321 -0.381
C: 6.547 0.808 -0.487
N: 7.142 1.166 0.812
C: 8.384 1.908 0.562
C: 9.509 0.963 0.124
C: 6.249 2.048 1.567
C: 4.954 1.440 2.109
H: 5.219 -0.594 0.626
H: 5.840 -1.276 -0.800
H: 4.588 -0.003 -0.838
H: 7.292 0.525 -1.235
H: 6.186 1.756 -0.926
H: 8.277 2.686 -0.211
H: 8.689 2.477 1.440
H: 9.584 0.862 -0.959
H: 10.498 1.311 0.429
H: 9.362 -0.015 0.582
H: 6.010 2.960 1.001
H: 6.787 2.285 2.488
H: 4.209 1.165 1.374
H: 4.615 2.228 2.796
H: 5.107 0.662 2.862
C: -5.893 4.866 -3.011
C: -4.536 4.576 -3.706
N: -3.504 4.188 -2.779
C: -3.661 2.821 -2.278
C: -2.597 2.365 -1.268
C: -3.005 5.086 -1.747
C: -2.952 6.530 -2.211
H: -5.715 5.619 -2.239
H: -6.250 3.997 -2.455
H: -6.680 5.225 -3.672
H: -4.598 3.781 -4.449
H: -4.344 5.487 -4.278
H: -4.646 2.664 -1.820
H: -3.594 2.155 -3.144
H: -1.585 2.268 -1.656
H: -2.603 3.002 -0.385
H: -2.933 1.364 -0.990
H: -2.002 4.736 -1.487
H: -3.449 4.957 -0.743
H: -2.140 6.606 -2.938
H: -2.739 7.202 -1.381
H: -3.863 6.880 -2.694
C: 5.611 -4.252 -3.207
C: 4.286 -4.985 -3.016
N: 3.542 -4.595 -1.806
C: 3.574 -3.177 -1.494
C: 2.936 -2.263 -2.545
C: 3.959 -5.371 -0.659
C: 3.532 -6.852 -0.719
H: 5.388 -3.203 -3.432
H: 6.125 -4.623 -4.093
H: 6.228 -4.205 -2.312
H: 3.625 -4.872 -3.878
H: 4.451 -6.062 -2.974
H: 4.573 -2.825 -1.217
H: 2.955 -2.978 -0.614
H: 1.948 -2.623 -2.834
H: 3.587 -2.117 -3.407
H: 2.764 -1.285 -2.090
H: 5.039 -5.322 -0.445
H: 3.491 -5.018 0.262
H: 3.605 -7.247 0.298
H: 2.496 -6.999 -1.026
H: 4.136 -7.499 -1.357

Summary:
Structure (SMILES): c1cc[nH]c1.c1cc[nH]c1.CCN(CC)CC.CCN(CC)CC.CCN(CC)CC.CCN(CC)CC.CCN(CC)CC.CCN(CC)CC

It is (b) that is most stable; the runner-up trails by 34.0 kcal/mol.

(a)
# C22H16I2N4O2STm

C22H16I2N4O2STm as an isolated structure (ωB97M-V with the def2-TZVPD basis set, OMol25).

Element x y z (Å)
Tm: -0.633 -0.461 0.184
O: -2.361 0.254 1.325
C: -1.857 1.372 0.968
N: -0.726 1.816 1.429
C: -0.322 1.520 2.724
O: -0.887 1.931 3.705
C: 0.907 0.658 2.866
C: 1.683 0.772 4.006
C: 2.731 -0.115 4.183
C: 2.946 -1.093 3.221
C: 2.109 -1.150 2.122
N: 1.101 -0.290 1.935
C: -2.352 1.916 -0.344
C: -3.237 2.960 -0.507
C: -3.608 3.295 -1.801
C: -3.071 2.586 -2.866
C: -2.197 1.546 -2.602
N: -1.851 1.199 -1.363
H: 1.445 1.543 4.725
H: 3.366 -0.062 5.057
H: 3.746 -1.813 3.318
H: 2.239 -1.909 1.359
H: -3.622 3.494 0.351
H: -4.306 4.102 -1.974
H: -3.325 2.835 -3.886
H: -1.761 0.959 -3.402
S: 2.211 -3.327 -2.355
C: 1.175 -4.413 -1.552
C: 0.263 -3.774 -0.765
C: 0.364 -2.350 -0.773
C: 1.400 -1.970 -1.607
C: 1.822 -0.606 -1.893
C: 2.900 -0.319 -2.739
C: 3.267 0.989 -2.970
C: 2.546 2.009 -2.358
C: 1.491 1.661 -1.546
N: 1.125 0.396 -1.304
H: 1.287 -5.476 -1.705
H: -0.472 -4.325 -0.194
H: 3.433 -1.136 -3.203
H: 4.105 1.217 -3.615
H: 2.800 3.048 -2.511
H: 0.901 2.428 -1.056
I: -3.473 -2.092 -0.517
C: -3.557 -2.381 1.604
I: -1.627 -2.736 2.469
H: -4.186 -3.238 1.808
H: -3.930 -1.467 2.046

Summary:
Spin multiplicity: 3
Net charge: +1

(b)
# C22H16I2N4O2STm

C22H16I2N4O2STm as an isolated structure (ωB97M-V with the def2-TZVPD basis set, OMol25).

Element x y z (Å)
Tm: -0.101 0.008 -0.684
O: 1.050 -1.950 -0.578
C: 0.697 -1.914 0.651
N: 1.102 -1.015 1.504
C: 2.408 -0.488 1.384
O: 3.382 -1.138 1.651
C: 2.523 0.970 1.018
C: 3.627 1.702 1.417
C: 3.711 3.027 1.018
C: 2.715 3.561 0.217
C: 1.663 2.750 -0.174
N: 1.570 1.474 0.223
C: -0.654 -2.530 0.910
C: -0.986 -3.647 1.645
C: -2.330 -3.994 1.701
C: -3.270 -3.209 1.051
C: -2.846 -2.087 0.359
N: -1.556 -1.757 0.285
H: 4.385 1.229 2.024
H: 4.553 3.633 1.328
H: 2.752 4.590 -0.112
H: 0.873 3.104 -0.826
H: -0.223 -4.220 2.151
H: -2.645 -4.868 2.253
H: -4.321 -3.456 1.078
H: -3.546 -1.432 -0.145
S: -2.621 3.789 -2.195
C: -1.806 3.276 -3.604
C: -1.034 2.173 -3.374
C: -1.053 1.694 -2.026
C: -1.898 2.508 -1.290
C: -2.168 2.335 0.138
C: -2.999 3.164 0.890
C: -3.168 2.906 2.236
C: -2.509 1.835 2.827
C: -1.700 1.053 2.028
N: -1.538 1.292 0.718
H: -1.947 3.811 -4.530
H: -0.455 1.712 -4.164
H: -3.505 3.999 0.428
H: -3.814 3.542 2.827
H: -2.615 1.612 3.878
H: -1.147 0.211 2.426
I: -0.758 -1.849 -3.458
C: 1.354 -1.911 -3.592
I: 2.219 -0.030 -3.155
H: 1.627 -2.184 -4.604
H: 1.712 -2.623 -2.859

Summary:
Spin multiplicity: 3
Net charge: +1

It is (b) that is most stable; the runner-up trails by 8.0 kcal/mol.

(a)
# CH12O6

A 6-piece molecular cluster, CH12O6 overall (ωB97M-V with the def2-TZVPD basis set, OMol25).

Element x y z (Å)
C: 0.158 -1.931 -2.998
O: 0.495 -0.876 -3.493
H: 0.515 -2.835 -3.520
H: -0.563 -1.855 -2.152
O: -0.493 3.419 3.698
H: -1.348 3.063 3.446
H: -0.613 3.368 4.651
O: 2.127 -1.186 0.468
H: 2.064 -0.491 1.121
H: 2.268 -0.906 -0.440
O: -0.505 -0.274 -0.133
H: -0.115 0.422 -0.683
H: 0.203 -0.860 0.168
O: 1.293 1.073 -1.954
H: 1.611 1.862 -2.393
H: 0.882 0.506 -2.651
O: -2.552 -1.231 2.406
H: -2.478 -0.764 1.553
H: -2.948 -0.505 2.905

Summary:
Structure (SMILES): C=O.O.O.O.O.O

(b)
# CH12O6

A 6-piece molecular cluster, CH12O6 overall (ωB97M-V with the def2-TZVPD basis set, OMol25).

Element x y z (Å)
C: -1.463 1.116 2.242
O: -0.502 1.867 2.302
H: -2.459 1.395 2.729
H: -1.375 0.099 1.787
O: 0.541 -1.151 1.531
H: 0.222 -1.597 0.743
H: 1.024 -1.833 2.006
O: 1.171 1.165 -2.168
H: 1.982 1.065 -2.648
H: 1.440 1.179 -1.196
O: -1.114 -0.247 -2.269
H: -1.816 0.471 -2.083
H: -0.294 0.250 -2.264
O: 1.761 1.153 0.462
H: 1.421 0.321 0.775
H: 1.248 1.762 1.092
O: -0.578 -2.333 -0.612
H: -0.815 -1.577 -1.244
H: -0.395 -3.104 -1.184

Summary:
Structure (SMILES): C=O.O.O.O.O.O

It is (b) that is most stable; the runner-up trails by 22.3 kcal/mol.

(a)
# C2H2NO2S2

An isolated ion of composition C2H2NO2S2 and charge -1 (ωB97M-V with the def2-TZVPD basis set, OMol25).

Element x y z (Å)
C: -0.917 0.932 0.921
C: -0.419 -0.231 0.123
N: -0.094 1.499 1.783
O: -2.065 1.319 0.670
O: 1.980 1.860 2.974
S: -0.853 -1.836 0.896
S: 0.814 0.958 2.922
H: -1.050 -0.014 -0.785
H: 0.729 -0.333 0.030

Summary:
Net charge: -1

(b)
# C2H2NO2S2

C2H2NO2S2 as an isolated structure (ωB97M-V with the def2-TZVPD basis set, OMol25).

Element x y z (Å)
C: -0.563 0.572 1.569
C: -0.338 0.171 0.014
N: -1.457 0.534 -0.726
O: 0.448 0.929 2.152
O: -1.723 0.444 1.987
S: -3.023 -0.294 0.300
S: -2.403 -0.618 -1.645
H: 0.529 0.745 -0.325
H: -0.098 -0.904 0.026

Summary:
Net charge: -1

It is (a) that is most stable; the runner-up trails by 5.7 kcal/mol.

(a)
# C4H7FS

The molecule C4H7FS (ωB97M-V with the def2-TZVPD basis set, OMol25).

Element x y z (Å)
C: -1.988 1.116 0.051
S: -1.565 -0.762 -0.106
C: 0.189 -0.759 -0.617
C: 1.391 -1.411 0.056
C: 1.231 0.019 0.287
F: 2.025 1.243 -0.270
H: -1.705 1.648 -0.952
H: -3.008 1.271 0.208
H: -1.513 1.788 0.599
H: 0.545 -0.696 -1.555
H: 1.023 -1.840 1.206
H: 2.286 -1.839 -0.348
H: 1.090 0.222 1.440

Summary:
Structure (SMILES): CS[C@@H]1C[C@H]1F

(b)
# C4H7FS

C4H7FS as an isolated structure (ωB97M-V with the def2-TZVPD basis set, OMol25).

Element x y z (Å)
C: 0.336 1.357 -0.092
C: -0.176 -0.023 -0.487
C: 0.885 -1.046 0.153
C: -1.427 -0.217 0.264
H: -0.211 1.983 -0.925
H: -0.037 1.517 1.064
H: 1.613 0.931 -0.271
H: -0.576 -0.250 -1.497
H: 0.746 -2.259 0.391
H: 1.232 -0.680 1.347
H: -1.352 -0.375 1.313
F: 1.909 -0.576 -0.797
S: -2.943 -0.361 -0.464

It is (a) that is most stable; the runner-up trails by 18.1 kcal/mol.